Density functional theory data (the ωB97M-V functional and the def2-TZVPD basis) for 8 unconnected molecules or ions with the total composition C24H56N8O8 in a non-equilibrium geometry.

The geometry in XYZ format:
```
96
C24H56N8O8 | OMol25 | the ωB97M-V functional and the def2-TZVPD basis
C -26.192 28.843 -24.940
C -26.998 30.120 -24.875
O -26.690 30.949 -24.082
N -28.114 30.031 -25.670
C -29.119 31.071 -25.854
H -25.449 28.905 -24.144
H -25.711 28.745 -25.913
H -26.719 27.892 -24.876
H -28.118 29.414 -26.469
H -30.184 30.873 -25.728
H -29.089 31.202 -26.936
H -28.687 31.858 -25.235
C -23.387 23.776 -23.769
C -22.951 25.113 -24.399
O -23.371 25.469 -25.473
N -22.102 25.959 -23.753
C -21.548 27.207 -24.326
H -24.339 23.308 -24.020
H -23.396 23.863 -22.683
H -22.590 23.089 -24.055
H -21.775 25.727 -22.826
H -20.614 27.366 -23.787
H -22.177 28.084 -24.173
H -21.354 27.068 -25.390
C -29.092 27.977 -18.575
C -28.990 26.967 -19.701
O -27.912 26.917 -20.306
N -29.989 26.116 -20.031
C -31.189 25.730 -19.303
H -28.861 28.991 -18.903
H -28.442 27.707 -17.743
H -30.156 28.132 -18.399
H -29.732 25.565 -20.838
H -32.046 25.500 -19.937
H -31.596 26.300 -18.468
H -31.122 24.700 -18.954
C -18.933 34.637 -19.742
C -19.218 33.103 -19.475
O -19.282 32.320 -20.424
N -19.349 32.745 -18.205
C -19.464 31.340 -17.776
H -19.510 34.911 -20.626
H -17.893 34.962 -19.727
H -19.373 35.361 -19.056
H -19.738 33.355 -17.500
H -20.526 31.132 -17.645
H -18.893 31.194 -16.859
H -19.138 30.744 -18.629
C -20.957 32.525 -23.582
C -20.171 31.257 -23.741
O -20.440 30.448 -24.613
N -19.165 31.123 -22.911
C -18.088 30.103 -23.028
H -21.554 32.245 -22.714
H -21.698 32.884 -24.297
H -20.341 33.354 -23.233
H -19.118 31.583 -22.013
H -18.305 29.289 -22.337
H -17.084 30.434 -22.762
H -18.013 29.557 -23.968
C -26.253 23.817 -19.443
C -26.928 23.135 -20.563
O -26.880 21.868 -20.744
N -27.584 23.946 -21.482
C -28.353 23.547 -22.671
H -27.004 24.321 -18.836
H -25.495 24.448 -19.907
H -25.857 23.028 -18.804
H -27.556 24.940 -21.305
H -28.272 22.483 -22.896
H -27.981 24.038 -23.570
H -29.384 23.846 -22.478
C -24.492 27.218 -21.168
C -23.094 27.462 -20.772
O -22.238 26.535 -20.673
N -22.762 28.642 -20.447
C -21.385 29.007 -20.044
H -25.055 26.909 -20.287
H -24.563 26.500 -21.984
H -24.916 28.116 -21.616
H -23.422 29.371 -20.680
H -21.030 28.307 -19.288
H -21.313 30.031 -19.678
H -20.753 28.939 -20.929
C -18.357 26.334 -15.618
C -19.330 26.112 -16.775
O -20.449 26.631 -16.672
N -18.721 25.662 -17.938
C -19.356 25.803 -19.207
H -18.997 26.155 -14.754
H -18.103 27.386 -15.740
H -17.587 25.572 -15.494
H -17.733 25.479 -17.836
H -20.342 26.245 -19.069
H -19.622 24.866 -19.698
H -18.890 26.403 -19.989
```

Calculated values
**E_HOMO (spin up / spin down)**: 0.585 / -6.775 eV
**Total charge**: -1
**Energy relative to the best compared isomer or geometry (same formula, charge and spin)**: 58.1 kcal per mole
**Strongest force on any atom**: 5.3 eV Å⁻¹
**Multiplicity**: 2
**LUMO (spin up / spin down)**: 1.808 / 1.750 eV
**Total energy**: -54096.97596 eV